(1)
Formula: C6H12N2
Source: the OMol25 dataset
Level of theory: ωB97M-V/def2-TZVPD

Computed properties:
Max |F| = 5.170 eV/A
ΔE to the lowest compared entry with this formula, charge and spin = 37.35 kcal/mol
Gap between HOMO and LUMO = 9.31 eV
Net charge = 0

Each line ends with the Löwdin charge.
Element x y z (Å)
C: 0.814 -2.536 -0.571  -0.21
C: 0.926 -3.024 0.793  -0.22
H: -0.008 -1.803 -0.707  0.01
H: 1.786 -1.828 -0.672  0.10
H: 0.919 -3.317 -1.393  0.09
H: 0.643 -4.127 0.801  0.09
H: 0.087 -2.659 1.399  0.05
H: 1.782 -2.636 1.430  0.09
C: -1.785 -0.347 -0.524  -0.09
C: 0.460 0.815 -0.760  -0.04
C: -0.847 0.663 -0.240  -0.40
C: 0.093 2.337 0.779  -0.20
N: 1.071 1.848 -0.024  0.05
N: -1.067 1.686 0.625  0.08
H: 1.138 0.278 -1.388  0.09
H: 1.908 2.318 -0.140  0.11
H: -1.540 -0.811 -1.469  0.08
H: -2.778 0.089 -0.746  0.10
H: 0.151 3.220 1.469  0.13
H: -2.075 -0.908 0.352  0.09


(2)
Formula: C4H7ClO
Source: the OMol25 dataset
Level of theory: ωB97M-V/def2-TZVPD

Computed properties:
Max |F| = 2.996 eV/A
ΔE to the lowest compared entry with this formula, charge and spin = 28.94 kcal/mol
Gap between HOMO and LUMO = 10.31 eV
Net charge = 0

Each line ends with the Löwdin charge.
Element x y z (Å)
C: 0.542 0.516 1.929  -0.50
C: 0.458 0.067 0.445  -0.32
C: -1.122 -0.401 -1.154  -0.24
C: -0.265 -0.585 -2.131  0.01
H: 1.552 0.487 2.356  0.07
H: -0.141 -0.114 2.501  0.08
H: 0.910 -0.954 0.487  0.14
H: 0.970 0.789 -0.185  0.12
H: -2.190 -0.427 -1.375  0.12
H: -0.631 -0.823 -3.130  0.06
H: 0.797 -0.715 -1.915  0.06
O: -0.887 -0.099 0.145  -0.10
Cl: 0.005 2.260 2.026  0.51


(3)
Formula: C13H19N3O5S2
Source: the OMol25 dataset
Level of theory: ωB97M-V/def2-TZVPD

Computed properties:
Max |F| = 0.779 eV/A
ΔE to the lowest compared entry with this formula, charge and spin = 0.00 kcal/mol
Gap between HOMO and LUMO = 9.22 eV
Net charge = 0

Each line ends with the Löwdin charge.
Element x y z (Å)
C: -5.548 -1.966 0.139  -0.04
H: -5.225 -2.995 -0.024  0.10
H: -5.835 -1.529 -0.820  0.09
H: -6.374 -1.929 0.844  0.10
O: -4.494 -1.204 0.718  -0.06
C: -3.364 -1.165 0.019  -0.53
O: -3.160 -1.790 -0.992  0.09
C: -2.293 -0.322 0.701  -0.22
N: -1.130 -0.337 -0.155  0.11
C: 0.116 -0.138 0.360  -0.51
O: 0.295 0.223 1.502  0.08
N: 1.112 -0.356 -0.573  0.14
C: 2.483 -0.194 -0.427  -0.21
C: 3.069 0.250 0.761  0.01
C: 4.441 0.389 0.838  -0.04
C: 5.226 0.091 -0.258  -0.31
C: 4.665 -0.347 -1.441  -0.06
C: 3.294 -0.488 -1.528  -0.01
H: 2.842 -0.826 -2.449  0.11
H: 5.310 -0.557 -2.278  0.11
S: 6.992 0.228 -0.138  0.62
O: 7.558 0.377 -1.448  -0.30
O: 7.341 1.166 0.890  -0.30
N: 7.391 -1.319 0.412  -0.06
H: 7.768 -1.294 1.345  0.06
H: 8.019 -1.785 -0.223  0.06
H: 4.917 0.742 1.738  0.12
H: 2.440 0.479 1.605  0.10
H: 0.816 -0.664 -1.488  0.15
H: -1.281 -0.813 -1.037  0.14
C: -2.754 1.109 1.014  -0.18
C: -3.037 1.919 -0.240  -0.45
H: -3.280 2.952 0.012  0.08
H: -2.175 1.908 -0.905  0.07
S: -4.413 1.263 -1.238  0.85
C: -5.816 1.705 -0.173  -0.38
H: -5.803 1.100 0.729  0.03
H: -6.716 1.501 -0.742  0.03
H: -5.763 2.763 0.069  0.04
H: -1.951 1.597 1.571  0.12
H: -3.637 1.059 1.652  0.11
H: -2.049 -0.804 1.659  0.17


(4)
Formula: CH3O4Si
Source: the OMol25 dataset
Level of theory: ωB97M-V/def2-TZVPD

Computed properties:
Max |F| = 3.546 eV/A
ΔE to the lowest compared entry with this formula, charge and spin = 52.13 kcal/mol
Gap between HOMO and LUMO = 9.19 eV
Net charge = -1

Each line ends with the Löwdin charge.
Element x y z (Å)
C: 0.574 1.083 0.091  -0.22
O: 2.175 0.148 0.623  -0.25
O: 0.771 2.204 -0.077  0.08
O: -0.474 -1.544 0.094  -0.25
O: -2.365 0.305 0.673  -0.42
Si: -1.120 -0.006 -0.141  0.15
H: 0.292 -1.620 -0.509  0.03
H: 1.554 -0.469 0.908  -0.12
H: -1.407 -0.102 -1.662  -0.01